[1]
This record from the Open Molecules 2025 dataset describes C5H9NO in the gas phase at a distorted geometry. The level of theory is wB97M-V/def2-TZVPD.

Last column: Löwdin charge in e.
Cartesian coordinates (Å):
C (2.110, -0.051, 0.027)  -0.10
C (0.676, 0.195, 0.493)  -0.21
C (-0.382, -0.225, -0.524)  -0.42
O (-0.311, -1.608, -0.831)  -0.03
C (-1.809, -0.039, 0.015)  -0.13
C (-2.142, 1.305, 0.494)  -0.22
N (-2.440, 2.305, 0.992)  0.14
H (2.326, 0.468, -0.915)  0.08
H (2.823, 0.311, 0.773)  0.08
H (2.314, -1.120, -0.114)  0.07
H (0.537, 1.261, 0.712)  0.11
H (0.490, -0.356, 1.423)  0.12
H (-0.258, 0.370, -1.444)  0.15
H (0.542, -1.777, -1.250)  0.09
H (-1.947, -0.680, 0.892)  0.13
H (-2.530, -0.360, -0.743)  0.13

Orbital gap: 11.59 eV
Molecular weight: 99.133 g/mol
Energy above the lowest of the compared OMol25 structures with the same formula, charge and spin: 94.26 kJ/mol
SMILES: CC[C@@H](O)CC#N
Energy: -325.901654 Eh

***

[2]
This record from the Open Molecules 2025 dataset describes C7H5BrF3I in the gas phase at a distorted geometry. The level of theory is wB97M-V/def2-TZVPD.

Last column: Löwdin charge in e.
Cartesian coordinates (Å):
C (0.653, -1.146, 0.645)  -0.07
C (-0.680, -0.416, 0.689)  -0.19
C (1.668, 0.799, -0.537)  -0.21
C (1.757, -0.481, 0.177)  -0.62
C (-0.634, 1.077, 0.390)  -0.18
C (0.530, 1.496, -0.511)  -0.72
C (-1.518, -1.047, -0.368)  -0.57
F (-2.675, -0.336, -0.611)  0.09
F (-0.881, -1.159, -1.535)  0.17
F (-1.969, -2.289, 0.001)  0.12
Br (3.536, -1.195, 0.448)  0.71
I (0.129, 3.135, -1.735)  0.91
H (0.793, -2.057, 1.131)  0.09
H (-1.073, -0.682, 1.681)  0.17
H (2.501, 1.252, -1.028)  0.08
H (-1.577, 1.397, -0.115)  0.10
H (-0.560, 1.654, 1.281)  0.12

Orbital gap: 8.74 eV
Molecular weight: 352.919 g/mol
Energy above the lowest of the compared OMol25 structures with the same formula, charge and spin: 0.00 kJ/mol
SMILES: FC(F)(F)[C@H]1C=C(Br)C=C(I)C1
Energy: -3441.024302 Eh

***

[3]
This record from the Open Molecules 2025 dataset describes C7H10N2O4 in the gas phase at a distorted geometry. The level of theory is wB97M-V/def2-TZVPD.

Last column: Löwdin charge in e.
Cartesian coordinates (Å):
C (0.649, -3.098, -1.354)  -0.10
C (0.415, -2.347, -0.320)  0.00
C (-0.091, 0.653, -2.818)  -0.53
C (-1.026, -0.674, 0.802)  -0.06
C (1.409, -0.981, 1.521)  -0.06
C (-0.251, 2.898, -2.222)  -0.01
C (0.216, -1.491, 0.651)  -0.33
N (0.436, -0.609, -2.472)  0.22
N (1.222, -1.384, -3.046)  -0.31
O (2.080, -1.248, -3.837)  0.14
O (-1.064, 0.630, -3.483)  0.15
O (1.085, -2.682, -2.596)  0.02
O (0.487, 1.668, -2.130)  -0.01
H (0.410, -4.179, -1.308)  0.13
H (-1.572, -0.862, 1.694)  0.06
H (-0.748, 0.480, 0.907)  0.12
H (-1.425, -0.661, -0.220)  0.08
H (1.943, -1.823, 1.954)  0.06
H (2.150, -0.465, 0.757)  0.12
H (1.174, -0.282, 2.341)  0.07
H (-1.162, 2.679, -2.671)  0.07
H (0.420, 3.646, -2.624)  0.10
H (-0.426, 3.179, -1.222)  0.08

Orbital gap: 9.97 eV
Molecular weight: 186.167 g/mol
Energy above the lowest of the compared OMol25 structures with the same formula, charge and spin: 700.20 kJ/mol
Energy: -682.946743 Eh

***

[4]
This record from the Open Molecules 2025 dataset describes a molecular structure, C14H32IrN3O8P2Sb at a distorted geometry. The level of theory is wB97M-V/def2-TZVPD.

Last column: Löwdin charge in e.
Cartesian coordinates (Å):
Ir (-0.240, 0.202, 0.028)  1.28
N (3.792, 0.256, 0.701)  0.18
C (3.259, -0.943, -0.085)  -0.48
C (4.377, -1.905, -0.433)  -0.06
P (2.052, -1.639, 1.175)  0.32
O (1.148, -2.694, 0.387)  -0.21
O (2.812, -2.311, 2.239)  -0.25
O (1.243, -0.374, 1.487)  -0.43
P (2.409, -0.151, -1.535)  0.33
O (3.672, 0.630, -2.149)  -0.11
O (1.885, -1.115, -2.530)  -0.36
O (1.549, 0.923, -0.865)  -0.44
H (4.355, -0.064, 1.493)  0.17
H (2.955, 0.732, 1.066)  0.12
H (4.318, 0.893, 0.098)  0.16
H (4.742, -2.403, 0.466)  0.09
H (5.205, -1.396, -0.931)  0.09
H (3.991, -2.664, -1.114)  0.10
H (1.323, -3.559, 0.790)  0.11
H (3.767, 0.464, -3.095)  0.10
C (-0.296, 4.220, 4.025)  0.01
N (-0.787, 3.241, 3.063)  -0.11
C (-2.099, 2.893, 2.856)  -0.03
C (-2.100, 1.985, 1.845)  -0.12
N (-0.803, 1.779, 1.434)  -0.09
C (-0.045, 2.548, 2.185)  -0.12
H (-1.089, 4.452, 4.730)  0.10
H (0.003, 5.136, 3.518)  0.10
H (0.554, 3.816, 4.569)  0.10
H (-2.903, 3.298, 3.445)  0.13
H (-2.931, 1.478, 1.386)  0.12
H (1.026, 2.630, 2.114)  0.14
O (-1.715, -1.674, 1.709)  0.16
C (-1.465, -0.870, 0.945)  -0.35
C (-2.938, 1.731, -2.921)  -0.03
C (-1.525, 1.727, -2.347)  -0.69
C (-1.380, 2.912, -1.399)  -0.05
C (-0.500, 1.868, -3.471)  -0.03
O (-1.326, 0.474, -1.661)  -0.51
H (-3.161, 2.707, -3.354)  0.09
H (-3.662, 1.525, -2.131)  0.09
H (-3.051, 0.980, -3.704)  0.07
H (-1.552, 3.846, -1.933)  0.09
H (-0.376, 2.933, -0.972)  0.06
H (-2.103, 2.834, -0.588)  0.06
H (-0.597, 2.838, -3.962)  0.09
H (-0.640, 1.085, -4.217)  0.07
H (0.507, 1.777, -3.063)  0.07
C (0.503, -3.709, -2.357)  -0.26
Sb (-0.539, -1.896, -1.990)  1.49
C (-1.244, -1.585, -3.941)  -0.23
C (-2.312, -2.688, -1.105)  -0.28
H (-0.225, -4.423, -2.742)  0.02
H (0.971, -4.102, -1.464)  0.00
H (1.259, -3.504, -3.111)  0.01
H (-1.528, -2.564, -4.328)  0.03
H (-0.461, -1.149, -4.557)  0.02
H (-2.108, -0.930, -3.905)  0.00
H (-2.807, -3.325, -1.840)  0.02
H (-2.968, -1.863, -0.832)  0.01
H (-2.052, -3.273, -0.227)  0.01

Orbital gap (spin up / spin down): 7.65 / 7.65 eV
Molecular weight: 746.348 g/mol
Energy above the lowest of the compared OMol25 structures with the same formula, charge and spin: 98.75 kJ/mol
Total charge: +1
Energy: -2346.145753 Eh

***

[5]
This record from the Open Molecules 2025 dataset describes a molecular structure, H28K2O18P at a distorted geometry. The level of theory is wB97M-V/def2-TZVPD.

Last column: Löwdin charge in e.
Cartesian coordinates (Å):
K (-13.677, 1.380, 22.297)  0.94
K (-11.326, 2.722, 17.490)  0.95
P (-13.869, 3.437, 19.861)  0.27
O (-15.116, 2.890, 20.642)  -0.45
O (-12.530, 2.533, 20.090)  -0.52
O (-13.567, 4.896, 20.417)  -0.41
O (-14.161, 3.504, 18.354)  -0.38
O (-12.027, 6.853, 20.909)  -0.04
H (-12.586, 6.086, 20.783)  -0.07
H (-11.789, 6.826, 21.836)  0.04
O (-15.429, 6.101, 18.939)  -0.05
H (-15.074, 6.952, 19.195)  0.08
H (-14.766, 5.469, 19.218)  -0.03
O (-10.727, 4.275, 20.201)  -0.07
H (-11.274, 5.002, 20.497)  -0.01
H (-11.328, 3.533, 20.135)  -0.09
O (-12.560, 5.498, 17.844)  -0.07
H (-12.288, 5.835, 18.698)  0.01
H (-13.054, 4.704, 18.045)  -0.09
O (-16.983, 4.636, 20.888)  0.16
H (-16.706, 5.410, 20.399)  0.04
H (-16.264, 4.013, 20.778)  -0.03
O (-14.846, 4.285, 15.862)  0.02
H (-15.631, 3.770, 16.048)  0.01
H (-14.387, 4.333, 16.701)  -0.02
O (-17.215, 4.251, 17.722)  0.19
H (-17.085, 3.345, 18.002)  0.04
H (-16.585, 4.754, 18.238)  0.02
O (-16.820, 1.959, 22.343)  -0.06
H (-16.912, 2.649, 23.001)  0.05
H (-16.237, 2.334, 21.683)  -0.08
O (-15.114, 6.898, 21.631)  -0.03
H (-14.611, 6.932, 22.445)  0.04
H (-14.732, 6.168, 21.143)  -0.03
O (-11.849, -0.028, 19.762)  -0.06
H (-12.101, 0.893, 19.834)  -0.06
H (-11.349, -0.203, 20.559)  0.03
O (-15.777, 1.574, 17.103)  -0.02
H (-15.104, 2.185, 17.403)  -0.02
H (-16.340, 1.445, 17.867)  -0.01
O (-16.861, 1.391, 19.598)  -0.05
H (-17.552, 1.872, 20.054)  0.05
H (-16.068, 1.902, 19.756)  -0.03
O (-13.102, 4.559, 23.007)  -0.05
H (-12.861, 5.467, 23.187)  0.02
H (-13.213, 4.523, 22.057)  -0.05
O (-10.752, 2.039, 22.127)  -0.08
H (-10.178, 2.745, 22.426)  0.05
H (-11.262, 2.428, 21.417)  -0.05

Orbital gap (spin up / spin down): 10.22 / 3.86 eV
Spin multiplicity: 2
Expectation value of S²: 0.76
Molecular weight: 425.376 g/mol
Energy above the lowest of the compared OMol25 structures with the same formula, charge and spin: 49.10 kJ/mol
Energy: -2912.487423 Eh

***

[6]
This record from the Open Molecules 2025 dataset describes 3 unconnected molecules or ions with the total composition C11H22N2O12PS2 at a distorted geometry. The level of theory is wB97M-V/def2-TZVPD.

Last column: Löwdin charge in e.
Cartesian coordinates (Å):
C (2.086, 3.483, -0.638)  0.01
C (3.347, 2.736, -0.278)  -0.55
O (3.560, 2.410, 0.850)  0.12
O (4.237, 2.456, -1.259)  -0.02
C (3.651, 1.781, -2.414)  -0.17
C (4.694, 0.887, -3.061)  -0.17
C (4.107, -0.233, -3.919)  -0.26
N (3.421, -1.346, -3.241)  -0.26
C (4.171, -1.845, -2.064)  -0.16
C (4.202, -3.377, -1.777)  -0.74
O (5.310, -3.743, -1.298)  -0.11
O (3.208, -4.090, -2.018)  -0.07
P (1.762, -1.090, -2.996)  0.66
N (0.884, -2.359, -3.172)  -0.26
H (1.490, 3.621, 0.257)  0.09
H (1.507, 2.863, -1.328)  0.07
H (2.291, 4.413, -1.168)  0.09
H (3.375, 2.573, -3.117)  0.13
H (2.767, 1.243, -2.080)  0.07
H (5.395, 0.548, -2.300)  0.11
H (5.284, 1.521, -3.733)  0.11
H (4.926, -0.668, -4.502)  0.12
H (3.418, 0.190, -4.656)  0.09
H (3.827, -1.375, -1.128)  0.11
H (5.220, -1.575, -2.157)  0.10
H (1.577, -0.459, -1.741)  0.00
H (1.456, -0.134, -3.996)  0.01
H (0.371, -2.531, -2.319)  -0.06
C (-1.930, -0.250, 1.833)  -0.17
C (-3.126, -0.476, 0.933)  -0.18
O (-2.745, 0.132, -0.316)  -0.18
S (-1.166, -0.025, -0.530)  0.59
O (-0.908, -1.141, -1.366)  -0.24
O (-0.630, 1.258, -0.822)  -0.23
O (-0.796, -0.422, 0.973)  -0.17
H (-1.914, 0.769, 2.228)  0.14
H (-1.884, -0.956, 2.654)  0.13
H (-4.029, -0.019, 1.303)  0.11
H (-3.300, -1.539, 0.756)  0.14
C (-7.388, -0.276, 4.586)  -0.16
C (-6.689, -0.542, 5.903)  -0.16
O (-5.352, -0.896, 5.525)  -0.18
S (-4.933, -0.091, 4.210)  0.61
O (-4.180, 1.052, 4.573)  -0.20
O (-4.446, -1.020, 3.252)  -0.22
O (-6.399, 0.383, 3.784)  -0.18
H (-7.673, -1.205, 4.089)  0.14
H (-8.263, 0.359, 4.696)  0.14
H (-7.146, -1.350, 6.467)  0.14
H (-6.644, 0.356, 6.522)  0.13

Orbital gap: 4.82 eV
Molecular weight: 469.407 g/mol
Total charge: -1
Energy: -2582.422700 Eh